1.
DFT (ωB97M-V/def2-TZVPD) results for a structure of composition C44H42N6P2PdS2Se2Te at a distorted geometry.

Results
**E_LUMO**: 3.70 eV
**HOMO level**: -0.720 eV
**Net charge**: -2
**Energy relative to the best compared isomer or geometry (same formula, charge and spin)**: 239.0 kJ/mol
**HOMO-LUMO gap**: 4.424 eV

Geometry (Å):
Pd  0.445  -0.009  -1.342
Se  3.067  -4.797  3.611
P  1.038  -4.574  3.044
C  0.662  -6.101  2.124
C  1.371  -6.328  0.947
C  1.339  -7.572  0.346
C  0.602  -8.604  0.909
C  -0.099  -8.383  2.084
C  -0.065  -7.141  2.695
C  -0.090  -4.643  4.469
C  -1.473  -4.690  4.262
C  -2.318  -4.925  5.328
C  -1.807  -5.085  6.609
C  -0.436  -5.004  6.821
C  0.414  -4.800  5.755
C  0.698  -3.169  2.001
C  0.545  -1.777  2.155
N  0.441  -1.285  0.912
N  0.529  -2.278  0.070
N  0.683  -3.425  0.681
P  0.456  -0.544  3.451
Se  0.003  1.288  2.496
C  -0.742  -1.193  4.639
C  -1.973  -1.598  4.122
C  -3.012  -1.906  4.976
C  -2.833  -1.824  6.349
C  -1.620  -1.386  6.861
C  -0.586  -1.049  6.014
C  2.090  -0.667  4.251
C  3.018  0.329  3.981
C  4.302  0.237  4.484
C  4.664  -0.851  5.261
C  3.732  -1.836  5.547
C  2.448  -1.748  5.043
H  1.945  -5.519  0.519
H  1.898  -7.743  -0.564
H  0.588  -9.583  0.446
H  -0.668  -9.186  2.537
H  -0.601  -6.989  3.623
H  -1.869  -4.562  3.263
H  -3.386  -4.991  5.164
H  -2.472  -5.274  7.442
H  -0.031  -5.120  7.816
H  1.485  -4.785  5.901
H  -2.096  -1.661  3.047
H  -3.964  -2.218  4.570
H  -3.642  -2.085  7.018
H  -1.482  -1.304  7.930
H  0.356  -0.687  6.404
H  2.714  1.172  3.371
H  5.023  1.011  4.260
H  5.676  -0.939  5.636
H  4.011  -2.692  6.142
H  1.722  -2.524  5.242
S  -0.062  2.931  0.147
C  0.971  1.962  -0.833
N  1.968  1.155  -0.274
C  3.217  1.059  -0.795
C  3.529  1.676  -1.967
C  2.507  2.349  -2.681
C  1.251  2.443  -2.161
H  1.806  0.893  0.701
H  3.930  0.452  -0.252
H  4.521  1.593  -2.380
H  2.732  2.797  -3.641
H  0.462  2.988  -2.666
C  -1.405  3.930  -7.172
C  -1.467  3.120  -5.906
C  -2.402  3.374  -4.915
C  -2.502  2.584  -3.779
C  -3.515  2.942  -2.740
C  -1.675  1.469  -3.620
Te  -1.986  0.090  -2.017
C  -0.691  1.243  -4.591
C  0.245  0.086  -4.475
C  -0.594  2.062  -5.706
H  -2.094  4.770  -7.129
H  -1.672  3.316  -8.035
H  -0.399  4.316  -7.344
H  -3.088  4.206  -5.032
H  -3.944  3.922  -2.945
H  -3.046  2.944  -1.758
H  -4.307  2.193  -2.713
H  0.713  0.083  -3.457
H  1.033  0.115  -5.230
H  -0.329  -0.841  -4.582
H  0.167  1.845  -6.450
C  2.090  -3.158  -5.648
N  1.164  -3.174  -4.561
C  -0.131  -3.658  -4.580
C  -0.687  -3.377  -3.380
N  0.248  -2.725  -2.633
C  1.383  -2.588  -3.345
S  2.761  -1.826  -2.824
H  2.198  -4.155  -6.078
H  3.048  -2.822  -5.253
H  1.771  -2.459  -6.426
H  -0.538  -4.148  -5.443
H  -1.671  -3.564  -3.002
H  0.197  -2.374  -1.642

2.
DFT (ωB97M-V/def2-TZVPD) results for a cluster of 9 separate species, C14H49N3O9 in total at a distorted geometry.

Results
**2S+1**: 2
**E_LUMO (spin up / spin down)**: -2.89 / -8.09 eV
**HOMO level (spin up / spin down)**: -11.133 / -11.133 eV
**Net charge**: +1
**HOMO-LUMO gap (spin up / spin down)**: 8.241 / 3.047 eV

Geometry (Å):
O  20.458  22.807  8.817
H  21.325  23.028  8.477
H  19.912  23.559  8.590
O  18.763  25.335  8.745
H  19.466  25.831  8.325
H  18.434  25.917  9.429
O  16.437  22.514  4.659
H  16.927  23.187  5.130
H  15.576  22.904  4.508
O  14.733  24.474  10.133
H  15.483  24.109  10.603
H  14.970  24.401  9.209
O  17.009  23.934  7.000
H  17.609  24.441  7.546
H  16.654  23.267  7.589
C  19.239  20.630  6.444
C  19.428  19.593  7.473
C  19.341  18.141  6.771
O  18.064  17.736  6.503
C  17.933  16.392  6.170
N  20.643  19.865  8.092
H  20.113  20.790  5.813
H  18.980  21.634  6.779
H  18.447  20.280  5.782
H  18.693  19.609  8.277
H  19.837  17.428  7.430
H  19.908  18.026  5.848
H  18.056  16.292  5.091
H  16.873  16.156  6.261
H  18.400  15.655  6.823
H  20.663  20.794  8.487
H  21.339  19.840  7.360
C  12.449  21.653  7.801
C  13.410  21.909  6.565
C  13.348  23.367  6.179
O  13.799  23.636  4.822
C  12.817  23.521  3.753
N  14.705  21.542  7.103
H  11.492  22.066  7.482
H  12.794  22.060  8.751
H  12.196  20.598  7.912
H  13.114  21.291  5.718
H  14.013  23.932  6.833
H  12.385  23.800  6.447
H  13.210  23.752  2.763
H  12.020  24.241  3.935
H  12.335  22.574  3.511
H  15.432  21.442  6.409
H  14.550  20.645  7.540
C  19.036  26.195  2.453
C  18.944  26.102  3.997
C  19.727  24.833  4.691
O  21.084  24.796  4.363
C  21.990  24.069  5.203
N  19.762  27.244  4.407
H  20.086  26.185  2.159
H  18.502  27.052  2.044
H  18.759  25.274  1.940
H  17.936  26.165  4.407
H  19.262  23.908  4.350
H  19.603  25.001  5.761
H  21.623  24.087  6.229
H  22.992  24.498  5.178
H  21.887  23.023  4.916
H  20.041  27.658  3.528
H  20.670  26.917  4.705
C  14.973  19.692  10.622
C  16.318  20.110  9.876
O  16.145  21.474  9.738
H  14.058  19.726  10.032
H  14.708  20.236  11.529
H  15.082  18.621  10.791
H  16.526  19.474  9.015
H  17.066  19.871  10.632
H  15.521  21.588  9.017

3.
DFT (ωB97M-V/def2-TZVPD) results for the molecule C6H9N3 at a distorted geometry.

Results
**SMILES**: C/C=N\C=C/N=C=NC
**E_LUMO**: 0.68 eV
**HOMO level**: -7.635 eV
**Energy relative to the best compared isomer or geometry (same formula, charge and spin)**: 302.5 kJ/mol
**HOMO-LUMO gap**: 8.312 eV

Geometry (Å):
C  0.490  -2.060  -0.139
C  -0.793  -1.578  -0.278
C  2.526  -0.637  -0.185
C  -1.951  0.406  -0.584
C  -3.196  -0.058  0.155
C  4.312  1.020  -0.249
N  1.524  -1.236  0.014
N  -0.900  -0.290  -0.724
N  3.633  -0.199  0.035
H  0.816  -3.056  0.144
H  -1.630  -2.093  -0.165
H  -1.857  1.320  -1.059
H  -2.912  0.143  1.166
H  -3.415  -1.121  -0.160
H  -4.085  0.644  -0.098
H  3.637  1.893  -0.103
H  5.259  1.139  0.570
H  4.714  0.981  -1.297

| no. | E_tot (eV) |
| --- | --- |
| 1 | -236966.017 |
| 2 | -38198.458 |
| 3 | -10834.491 |